A structure of composition C16H26CrNS at a distorted geometry, computed with the ωB97M-V functional and the def2-TZVPD basis.

Properties
frontier orbital gap (alpha / beta)	7.7609 / 6.0787	eV
total charge	+2
HOMO level (alpha / beta)	-15.96 / -16.09	eV
DFT total energy	-2121.9320	hartree
⟨S²⟩	3.867
2S+1	4

Each line ends with the Löwdin spin population.
CARTESIAN COORDINATES (ANGSTROEM)
C  1.425  2.064  -0.576  -0.05
H  2.060  2.540  0.168  0.01
H  1.982  1.803  -1.498  0.00
H  1.916  0.529  1.126  -0.06
C  0.265  3.064  -0.625  0.01
H  -0.725  2.687  -0.962  0.00
H  0.102  3.473  0.406  0.00
C  0.689  4.244  -1.527  -0.01
H  -0.142  4.945  -1.666  0.00
H  1.530  4.785  -1.075  0.00
H  1.012  3.877  -2.507  0.00
C  -0.788  -1.835  0.339  0.19
C  -1.444  -0.989  -0.599  -0.03
C  -0.444  -0.460  -1.508  0.27
C  0.880  -0.999  -1.091  0.04
C  0.610  -1.884  0.053  0.14
C  1.570  -2.818  0.662  0.03
C  2.042  -1.172  -2.021  0.01
C  -0.738  0.201  -2.803  0.05
C  -2.887  -0.706  -0.632  -0.01
C  -1.477  -2.629  1.379  0.03
Cr  0.578  0.674  0.224  2.27
H  2.937  -1.480  -1.462  0.00
H  1.850  -1.955  -2.777  0.00
H  2.265  -0.243  -2.561  0.00
H  2.611  -2.619  0.354  0.00
H  1.523  -2.778  1.771  0.01
H  1.340  -3.866  0.371  0.01
H  -2.259  -2.043  1.881  0.01
H  -1.957  -3.506  0.920  0.01
H  -0.779  -2.993  2.139  0.00
H  -3.145  0.074  -1.366  0.00
H  -3.448  -1.620  -0.907  0.00
H  -3.255  -0.381  0.364  0.00
H  0.089  0.851  -3.134  0.00
H  -0.905  -0.548  -3.602  0.02
H  -1.658  0.806  -2.731  0.01
S  -1.825  0.188  3.928  0.01
C  -0.182  -0.344  4.218  0.00
C  0.592  -0.136  3.122  0.00
N  -0.140  0.419  2.068  0.00
C  -1.433  0.684  2.359  0.01
H  0.168  -0.778  5.140  0.00
H  1.660  -0.339  2.988  0.00
H  -2.064  1.213  1.653  0.00